a.
The following is a DFT calculation (wB97M-V/def2-TZVPD) of a molecular structure, C5H11N3O.

Geometry as ORCA input:
```
! wB97M-V def2-TZVPD RIJCOSX def2/J DEFGRID3
* xyz 0 1
C 1.7829 1.0290 0.0199
C -0.8694 -1.4395 -1.1844
C -1.4951 0.0585 1.5146
N -0.2009 -0.1794 -0.8912
C -0.4916 0.6758 0.5662
C 1.4543 -0.3247 -0.4226
O -0.9800 1.9150 0.0768
N 0.8107 0.6504 1.0738
N 1.9626 -1.4807 -0.4396
H -0.5464 2.6260 0.5645
H -0.3961 0.5332 -1.5881
H 2.9742 -1.4638 -0.5550
H 1.5230 1.8652 -0.6330
H 2.7846 1.1057 0.4372
H -0.6459 -1.7156 -2.2155
H -1.9527 -1.3776 -1.0628
H -0.5067 -2.2399 -0.5434
H -2.4900 0.0435 1.0676
H -1.1897 -0.9490 1.7966
H -1.5279 0.6679 2.4183
*
```

## Properties
HOMO: -7.54 eV
lowest unoccupied orbital energy: 0.762 eV
gap between HOMO and LUMO: 0.30508 Eh

***

b.
The following is a DFT calculation (wB97M-V/def2-TZVPD) of a single C5H11N3O molecule.

Geometry as ORCA input:
```
! wB97M-V def2-TZVPD RIJCOSX def2/J DEFGRID3
* xyz 0 1
C 0.3422 0.4537 1.5620
C -0.3238 1.2738 0.5492
C -0.1407 1.0145 -0.8039
C 0.8622 0.0221 -1.3501
C 0.3436 -1.4560 -1.5056
H -1.7374 -1.1388 2.8855
H -1.9557 0.0852 1.6475
H 1.6408 0.5591 1.4809
H -1.4279 1.5717 0.7182
H 1.3196 2.0206 0.0238
H -0.9312 1.2585 -1.3938
H 1.8975 0.2316 -0.8074
H 1.0756 0.3856 -2.3795
H 0.9304 -2.0931 -2.0952
H -0.5861 -1.1038 -2.0856
H -0.3878 -1.8067 0.2711
N -1.5187 -0.7436 1.8877
N -0.0602 -0.6037 2.0456
N 0.4195 2.1888 -0.3246
O 0.2381 -2.1196 -0.3257
*
```

## Properties
HOMO: -9.38 eV
lowest unoccupied orbital energy: 0.883 eV
gap between HOMO and LUMO: 0.37699 Eh
SMILES: N/N=C\[C@H]1N[C@H]1CCO

***

c.
The following is a DFT calculation (wB97M-V/def2-TZVPD) of 2 unconnected molecules or ions with the total composition C5H11N3O.

Geometry as ORCA input:
```
! wB97M-V def2-TZVPD RIJCOSX def2/J DEFGRID3
* xyz 0 1
C 0.4086 -0.6346 2.2384
O 1.6195 -1.2208 1.8259
C -0.4821 -0.2206 1.0844
N -0.9886 0.9368 1.1373
H 2.0558 -0.6056 1.2237
H 0.5832 0.2381 2.8815
H -0.1095 -1.4018 2.8240
C -0.2702 1.6146 -1.8455
N 0.5574 0.6612 -1.7908
N 1.6957 0.7852 -1.0818
C -0.6431 -1.2241 0.0305
C -1.7316 -1.3401 -0.7112
H 2.4346 0.1943 -1.4391
H 1.9854 1.7286 -0.8206
H 0.1726 -1.9297 -0.0670
H -1.5914 1.1619 0.3438
H -1.1916 1.4381 -2.3719
H -0.0989 2.5973 -1.3990
H -2.5739 -0.6735 -0.5973
H -1.8320 -2.1055 -1.4652
*
```

## Properties
HOMO: -9.27 eV
lowest unoccupied orbital energy: 0.838 eV
gap between HOMO and LUMO: 0.37143 Eh
SMILES: [H]/N=C(\C=C)CO.C=NN

***

Energies relative to the most stable structure are a 15.7; b 53.1; c 0.0, reported in kcal/mol.

***

a.
The following is a DFT calculation (wB97M-V/def2-TZVPD) of 7 unconnected molecules or ions with the total composition C21H42O21.

Geometry as ORCA input:
```
! wB97M-V def2-TZVPD RIJCOSX def2/J DEFGRID3
* xyz 0 1
C -0.0973 -1.4906 -8.0692
O 1.0606 -0.5952 -8.0403
C 1.0092 0.4576 -7.1171
O 0.1719 0.6728 -6.2556
O 2.2724 1.0520 -7.1653
C 2.6502 2.0914 -6.2559
H -0.2055 -1.9424 -7.0832
H 0.2417 -2.3552 -8.6398
H -0.9479 -0.9185 -8.4397
H 1.7834 2.6463 -5.8969
H 3.4246 2.7478 -6.6527
H 3.1882 1.6873 -5.3983
C 0.7430 -8.1308 5.7108
O 0.9657 -9.4847 5.9120
C 0.1219 -10.3046 6.5334
O -0.8226 -9.9490 7.2778
O 0.3999 -11.5477 6.1157
C -0.2319 -12.6746 6.7184
H 0.0509 -8.1450 4.8688
H 1.7045 -7.6821 5.4612
H 0.2069 -7.7466 6.5787
H 0.1818 -13.5442 6.2077
H -1.3132 -12.6432 6.5843
H 0.0405 -12.8397 7.7608
C -6.0137 3.2487 4.5989
O -6.8629 4.2842 5.1574
C -8.0694 4.0531 5.7126
O -8.7922 4.9970 6.1437
O -8.3257 2.7318 5.7920
C -9.5715 2.2618 6.2166
H -6.3925 2.9382 3.6252
H -5.8281 2.4046 5.2632
H -5.0699 3.7534 4.3924
H -9.4156 1.2291 6.5284
H -10.3500 2.3428 5.4580
H -9.8009 2.7939 7.1398
C 8.1808 14.3276 -7.2071
O 7.6452 13.5964 -6.0385
C 8.1687 12.4575 -5.7149
O 8.6807 11.6438 -6.5181
O 7.7063 12.1234 -4.4907
C 7.6152 10.7262 -4.0109
H 7.4972 15.1273 -7.4922
H 8.2965 13.7365 -8.1157
H 9.1164 14.8285 -6.9582
H 6.7353 10.6515 -3.3719
H 8.6201 10.5142 -3.6457
H 7.4364 9.9793 -4.7843
C 4.6640 -7.1738 -0.2110
O 5.6185 -6.4406 0.5388
C 6.2645 -5.3485 -0.0117
O 6.2018 -5.0077 -1.1921
O 6.8092 -4.7156 0.9405
C 7.4588 -3.4650 0.7906
H 4.0605 -7.8712 0.3699
H 5.1678 -7.7688 -0.9727
H 3.9640 -6.5205 -0.7320
H 8.2227 -3.4462 0.0133
H 8.2250 -3.2625 1.5390
H 6.7448 -2.6554 0.6401
C -7.4831 -2.1818 0.9766
O -8.1949 -1.0657 0.6583
C -9.5441 -1.0578 0.7347
O -10.2938 -1.9755 1.0911
O -9.9717 0.0288 0.1833
C -11.3073 0.1730 -0.1259
H -7.8914 -2.8128 1.7661
H -6.5613 -1.7732 1.3907
H -7.3573 -2.7515 0.0559
H -11.6346 -0.6243 -0.7932
H -11.5087 1.0842 -0.6891
H -11.9990 0.3082 0.7055
C 1.3334 -1.2657 -0.5981
O 2.1164 -0.1314 -0.4141
C 1.7487 0.8778 0.3752
O 0.6076 0.9820 0.9260
O 2.6614 1.7981 0.3010
C 2.6103 2.9262 1.1331
H 1.4423 -1.4944 -1.6583
H 0.2763 -1.1555 -0.3565
H 1.8345 -2.0353 -0.0109
H 1.6254 3.3848 1.2215
H 3.3950 3.6313 0.8586
H 2.8896 2.6940 2.1607
*
```

## Properties
HOMO: -10.49 eV
lowest unoccupied orbital energy: 0.369 eV
gap between HOMO and LUMO: 0.39900 Eh
SMILES: COC(=O)OC.COC(=O)OC.COC(=O)OC.COC(=O)OC.COC(=O)OC.COC(=O)OC.COC(=O)OC

***

b.
The following is a DFT calculation (wB97M-V/def2-TZVPD) of a molecular structure, C21H42O21.

Geometry as ORCA input:
```
! wB97M-V def2-TZVPD RIJCOSX def2/J DEFGRID3
* xyz 0 1
C 6.6002 -2.8284 -0.1033
O 6.3121 -1.4234 0.1735
C 5.0810 -1.0207 -0.0188
O 4.0824 -1.8125 -0.3942
O 4.9000 0.2942 0.2810
C 3.7972 0.9498 -0.3411
H 5.9836 -3.1187 -1.1156
H 6.4431 -3.5571 0.7226
H 7.7255 -2.7230 -0.3856
H 2.9710 0.4662 -0.6264
H 3.9642 1.5391 -1.2136
H 3.6421 1.7740 0.4571
C 5.2123 0.2648 3.2022
O 5.1090 1.6194 2.7583
C 6.0222 2.5777 3.0127
O 7.0993 2.4413 3.7345
O 5.5897 3.8520 2.6516
C 6.4414 5.0195 2.7216
H 5.3388 0.1938 4.1297
H 5.7438 -0.3484 2.4048
H 4.2247 -0.1129 3.2099
H 7.6503 4.6201 2.3458
H 6.5078 5.4143 3.7350
H 5.7775 5.7072 1.9333
C -5.8180 0.4077 4.3981
O -6.3954 -0.5176 3.5614
C -6.1341 -0.5543 2.2891
O -5.3806 0.2103 1.6151
O -6.8081 -1.5212 1.5954
C -6.2777 -1.6100 0.2291
H -6.0958 0.3426 5.3949
H -6.2040 1.5031 4.1017
H -4.6580 0.3669 4.3983
H -6.6216 -2.4954 -0.3051
H -5.2360 -1.8378 0.2426
H -6.5019 -0.6992 -0.2099
C 0.3582 4.1780 0.6980
O -0.0625 4.6408 -0.5971
C 0.3482 4.0621 -1.7027
O 1.1097 3.1602 -1.7697
O -0.0140 4.6185 -2.7987
C 0.3567 4.0407 -4.1139
H 0.2520 3.1562 0.9212
H -0.0314 4.6650 1.6166
H 1.3742 4.2364 0.6381
H -0.3260 3.1647 -4.1506
H 1.4337 4.1242 -4.3541
H 0.1294 4.9794 -5.0873
C -3.0338 0.6422 -3.7030
O -1.8707 0.2995 -2.7244
C -1.2066 -0.9129 -2.8855
O -1.3758 -1.7593 -3.7867
O -0.4274 -1.1908 -1.8491
C 0.0355 -2.4183 -1.6083
H -3.9075 -0.1836 -3.4711
H -2.6240 0.0870 -4.6591
H -3.1177 1.7095 -3.8618
H -0.7201 -3.1069 -1.7191
H 0.3148 -2.4222 -0.5441
H 0.8158 -2.5670 -2.2356
C -2.4491 -3.7290 0.6475
O -2.4024 -4.6298 -0.5253
C -3.1905 -4.4986 -1.6826
O -4.1129 -3.7376 -1.5267
O -2.7679 -5.0797 -2.7322
C -3.5987 -5.0961 -3.9259
H -3.3713 -3.6750 1.0109
H -2.3237 -2.7606 0.1583
H -1.6482 -3.8375 1.0724
H -3.0040 -5.6425 -4.8037
H -4.1244 -4.3901 -4.3373
H -4.4354 -5.6332 -3.8268
C -2.8370 1.3675 0.4062
O -1.4307 1.1829 0.5321
C -0.8344 0.1721 1.1331
O -1.4973 -0.7630 1.5567
O 0.4287 0.1156 1.1689
C 1.0742 -0.9044 1.8603
H -2.8520 2.2037 -0.2473
H -3.4093 1.6532 1.2475
H -3.1178 0.4833 -0.1216
H 0.6615 -2.1124 1.8397
H 1.1979 -0.4578 2.8062
H 2.1459 -0.8173 1.4524
*
```

## Properties
HOMO: -10.02 eV
lowest unoccupied orbital energy: 0.562 eV
gap between HOMO and LUMO: 0.38875 Eh

***

c.
The following is a DFT calculation (wB97M-V/def2-TZVPD) of 7 unconnected molecules or ions with the total composition C21H42O21.

Geometry as ORCA input:
```
! wB97M-V def2-TZVPD RIJCOSX def2/J DEFGRID3
* xyz 0 1
C -0.3145 2.1629 0.8600
O 0.7158 1.2160 1.0593
C 1.2853 1.0496 2.2043
O 1.0078 1.8024 3.1988
O 2.1289 0.0575 2.1823
C 2.8538 -0.3621 3.3373
H -0.0082 3.1992 1.0029
H -1.1421 1.9143 1.5243
H -0.7094 2.0937 -0.1536
H 2.1002 -0.7612 4.0163
H 3.3871 0.4422 3.8439
H 3.5546 -1.1600 3.0915
C -8.2778 -1.4524 -1.6550
O -7.4021 -0.6815 -0.9052
C -7.8517 -0.1550 0.1932
O -8.9830 -0.2741 0.7924
O -6.8328 0.6774 0.5853
C -7.0184 1.5403 1.7317
H -8.4868 -2.4029 -1.1642
H -7.8130 -1.7682 -2.5890
H -9.2152 -0.9657 -1.9240
H -7.4528 1.0103 2.5793
H -7.7817 2.2797 1.4890
H -6.1825 2.1516 2.0719
C -4.8094 -4.2095 -6.8081
O -4.4042 -3.3877 -5.7843
C -3.3739 -3.5660 -4.9015
O -2.4699 -4.4077 -4.9652
O -3.5110 -2.5841 -4.0480
C -2.7364 -2.7275 -2.8505
H -4.1033 -4.2055 -7.6385
H -5.8294 -3.9502 -7.0919
H -4.9366 -5.2082 -6.3903
H -1.7058 -2.7754 -3.2021
H -3.1589 -3.5618 -2.2906
H -2.8578 -1.9076 -2.1425
C 3.0725 5.6308 -6.1743
O 1.9723 5.3050 -5.4961
C 0.6427 5.7162 -5.7415
O -0.3442 5.2974 -5.1602
O 0.5878 6.6551 -6.7264
C -0.6550 7.1991 -7.1243
H 3.2059 6.6518 -6.5319
H 3.1030 5.0984 -7.1250
H 3.9642 5.3473 -5.6152
H -1.3009 6.3275 -7.2301
H -0.5533 7.5869 -8.1379
H -0.9871 7.9685 -6.4274
C 3.4557 6.8744 2.5246
O 4.0291 7.9403 1.7104
C 3.7830 7.9753 0.4071
O 2.8986 7.3461 -0.1985
O 4.5540 8.9639 -0.2047
C 4.0913 9.4789 -1.4791
H 2.3800 6.9369 2.6891
H 3.9142 6.8081 3.5113
H 3.6200 5.9236 2.0177
H 3.6991 10.4773 -1.2854
H 3.3142 8.8771 -1.9503
H 5.0033 9.6193 -2.0594
C 1.1450 -3.5969 9.2603
O 1.7191 -4.6054 8.4248
C 0.9502 -5.3736 7.7193
O -0.3061 -5.3059 7.5165
O 1.7470 -6.1971 7.0618
C 1.1348 -7.0723 6.1097
H 1.4863 -2.6367 8.8736
H 1.5693 -3.5414 10.2628
H 0.0639 -3.7196 9.1948
H 0.3304 -7.5627 6.6580
H 1.7056 -7.9134 5.7162
H 0.6934 -6.5418 5.2660
C 2.4975 -6.1945 0.0306
O 3.7687 -6.2424 0.6896
C 4.9812 -6.1566 0.1277
O 5.1328 -5.7438 -1.0266
O 5.9502 -6.5373 0.8931
C 5.9811 -6.8639 2.2178
H 1.7996 -5.5662 0.5840
H 2.1656 -7.2315 0.0809
H 2.4682 -5.7681 -0.9721
H 6.9142 -7.3121 2.5593
H 5.1489 -7.5014 2.5164
H 5.8378 -5.9433 2.7834
*
```

## Properties
HOMO: -10.34 eV
lowest unoccupied orbital energy: 0.179 eV
gap between HOMO and LUMO: 0.38641 Eh
SMILES: COC(=O)OC.COC(=O)OC.COC(=O)OC.COC(=O)OC.COC(=O)OC.COC(=O)OC.COC(=O)OC

***

Energies relative to the most stable structure are a 0.0; b 214.8; c 5.7, reported in kcal/mol.